Model w:
# C11H18N3O

A cluster of 3 separate species, C11H18N3O in total (wB97M-V/def2-TZVPD, OMol25).

- frontier orbital gap (spin up / spin down) (eV) = 5.998 / 7.377
- LUMO energy (spin up / spin down) (eV) = -5.792 / -4.471

The geometry in ORCA input format:
```
! RIJCOSX wB97M-V def2-TZVPD def2/J DEFGRID3
* xyz 1 1
C -6.8696 0.0752 0.0457
C -6.1202 -1.1163 -0.0480
C -6.2610 1.3871 0.0012
C -4.7679 -1.0195 -0.1199
C -4.8381 1.3834 -0.1221
C -4.2180 0.2191 -0.0903
C 2.8944 1.0127 0.2194
C 3.2131 -0.8814 -1.1172
C 4.3251 1.0098 0.7375
C 4.6649 -1.0709 -0.5100
C -1.2828 -0.1510 -0.0902
N -0.2911 0.1792 -0.9112
N -1.0274 -0.5486 1.1031
N 2.3789 -0.3009 -0.1000
O 5.1989 0.1160 -0.0556
H -7.9419 -0.1470 0.1080
H -6.6395 -2.0762 -0.1928
H -6.7899 2.2743 -0.0739
H -4.2623 -1.9470 -0.3316
H -4.5287 2.5076 -0.3604
H 2.2078 1.3797 0.9630
H 2.8461 1.6450 -0.7713
H 3.4881 -0.1816 -1.9662
H 2.8635 -2.0041 -1.4603
H 4.7819 1.9747 0.5811
H 4.3890 0.7244 1.8188
H 4.4962 -1.6224 0.4028
H 5.3972 -1.5234 -1.2944
H -0.4773 0.6608 -1.7590
H 0.7108 0.2053 -0.6600
H 0.0158 -0.6614 1.3460
H -1.7289 -1.0885 1.6263
H 2.4078 -0.9596 0.7424
*
```

***

Model x:
# C11H18N3O

A structure of composition C11H18N3O (wB97M-V/def2-TZVPD, OMol25).

- frontier orbital gap (eV) = 10.536
- LUMO energy (eV) = -2.563

The geometry in ORCA input format:
```
! RIJCOSX wB97M-V def2-TZVPD def2/J DEFGRID3
* xyz 1 1
C 0.0022 -2.7796 -0.3651
C -3.7783 0.8802 3.1994
C -3.1372 0.7335 1.9883
C -2.6968 -0.5605 1.6243
C 0.9944 1.7636 -2.4418
C 0.6065 2.6329 -1.2163
C 1.4260 0.3026 -2.0431
C -0.4248 1.8422 -0.4414
C 0.3451 -0.2970 -1.1365
C 1.5473 -1.8484 0.5204
C 2.6604 -1.2206 1.2748
N -2.1779 -1.5645 1.2647
N 0.8138 -1.6074 -0.6240
N 1.0006 -2.9995 0.7534
O 0.0292 0.5641 -0.0247
H 0.0121 -3.5341 -1.2437
H -4.1649 1.8270 3.6219
H -3.9328 -0.0286 3.7596
H -2.9109 1.5491 1.2591
H -0.9560 -2.4884 0.0892
H 0.0122 1.7043 -3.1213
H 1.7685 2.0811 -3.0238
H 1.4522 2.8133 -0.5759
H 0.3107 3.6414 -1.5584
H 1.4334 -0.4324 -2.9287
H 2.4244 0.1406 -1.6957
H -0.6414 2.3246 0.4405
H -1.3553 1.8150 -1.0624
H -0.5863 -0.3595 -1.8217
H 2.3978 -0.2188 1.4085
H 3.4669 -1.1818 0.4904
H 2.9225 -1.6864 2.1916
H 1.1364 -3.8082 1.4386
*
```

***

Relative energy table, unit kcal/mol: model w 78.5; model x 0.0